Entry 1:
DFT (wB97M-V/def2-TZVPD) results for a gas-phase ion, C9H16N2P (charge +1) in a non-equilibrium geometry.

CARTESIAN COORDINATES (ANGSTROEM)
H 1.162 2.015 1.445
C 3.803 -2.131 -0.101
P 2.261 -2.647 -2.284
H -1.217 1.659 -1.299
H 3.702 -2.733 0.803
C 0.455 -0.793 -0.013
N 0.069 0.252 0.690
N 1.783 -0.740 -0.194
H -0.177 -1.645 -0.224
H -3.203 0.015 0.129
H -2.899 2.257 -0.549
C -1.334 0.486 1.160
C -1.550 -0.572 2.278
H 3.226 0.791 0.276
C -2.301 1.509 -1.112
H -2.995 1.091 -1.898
H -0.631 -0.537 2.822
H -1.704 -1.531 1.913
H -2.332 -0.273 2.822
H -1.419 1.532 1.497
H -1.977 -0.563 -0.717
H 0.862 -2.518 -2.715
C 2.201 0.436 0.331
C 1.127 1.078 0.902
H 4.428 -2.784 -0.733
H 4.494 -1.189 -0.029
C 2.449 -1.811 -0.815
C -2.192 0.252 -0.172

Atomic forces in eV per Å
-0.5 -0.3 -0.2
1.2 1.3 -1.6
-0.7 -0.3 0.8
-1.1 1.0 -0.9
-0.3 0.7 0.3
-0.3 -0.7 0.7
-0.8 1.3 0.1
-2.5 -0.5 -0.3
0.3 0.2 -0.2
-0.5 0.1 0.5
1.0 0.1 -0.6
-0.3 -1.9 -2.3
2.7 2.0 -2.3
-0.3 -0.3 0.0
-0.5 -2.4 1.4
1.4 1.1 0.0
0.3 -0.2 1.0
-0.3 -1.8 -0.9
-3.0 0.9 2.4
0.1 -0.5 -0.1
1.7 -3.0 -1.7
0.7 0.7 0.5
1.1 1.4 0.8
1.7 -0.6 -0.5
-0.5 0.1 -0.1
-1.5 -1.6 0.5
2.8 -0.8 -0.7
-2.1 4.0 3.2

The LUMO energy is -0.149 Ha. The structure (SMILES) is [H]/P=C(/C)n1cc[n+]([C@H](C)CC)c1. As for the gap between HOMO and LUMO: 8.829 eV. Its net charge is +1. The value obtained for the energy above the lowest of the compared OMol25 structures with the same formula, charge and spin is 0.3549 eV.

Atom charges from the Löwdin analysis, given in e for atoms 1 to 5: atom 1 (H): 0.15, atom 2 (C): -0.13, atom 3 (P): 0.96, atom 4 (H): 0.08, atom 5 (H): 0.08

=====

Entry 2:
DFT (wB97M-V/def2-TZVPD) results for a molecular structure, C3H4BrCl in a non-equilibrium geometry.

CARTESIAN COORDINATES (ANGSTROEM)
Cl -2.257 -2.057 0.266
Br -1.936 0.912 0.140
H -0.360 -0.865 1.035
H -0.339 -0.979 -0.747
C 1.668 0.487 -0.619
C 1.386 1.335 0.179
H 1.033 2.047 0.942
H 1.891 -0.079 -1.359
C -1.087 -0.801 0.164

Atomic forces in eV per Å
-0.5 -0.9 0.0
0.1 0.2 -0.1
-1.3 0.3 -0.9
-2.2 0.7 1.6
-1.2 4.0 4.2
-0.5 0.5 1.0
0.6 -0.8 -0.9
1.4 -3.6 -4.3
3.6 -0.4 -0.6

The LUMO energy is 0.027 Ha. As for the gap between HOMO and LUMO: 10.990 eV. Its net charge is 0. The value obtained for the energy above the lowest of the compared OMol25 structures with the same formula, charge and spin is 2.5047 eV.

Atom charges from the Löwdin analysis, given in e for atoms 1 to 5: atom 1 (Cl): 0.51, atom 2 (Br): 0.59, atom 3 (H): 0.03, atom 4 (H): 0.05, atom 5 (C): 0.00

=====

Entry 3:
DFT (wB97M-V/def2-TZVPD) results for a molecular structure, F6Li2N3O12S6 in a non-equilibrium geometry.

CARTESIAN COORDINATES (ANGSTROEM)
F -1.500 0.532 2.857
S -0.401 1.453 -2.420
N -0.212 1.779 -0.932
N -1.693 -0.882 0.964
O 3.128 -1.507 2.434
O 1.245 4.024 -1.403
F -1.952 1.146 -2.068
F 1.696 0.425 2.400
S 2.585 -0.541 1.508
O -0.012 0.133 -2.882
O -2.412 1.777 1.068
Li -0.165 -1.785 1.727
O 3.508 0.401 0.812
O -0.483 2.523 -3.391
S 1.270 2.582 -1.246
F 1.634 2.500 0.276
O 3.240 -1.462 -1.259
F -2.126 -2.238 -0.784
S 2.232 -2.073 -0.347
O 2.384 1.811 -1.813
O -3.647 -2.482 1.127
O -3.831 0.286 2.480
S -2.941 -1.453 0.312
O 2.494 -3.404 0.148
N 1.346 -1.033 0.764
S -2.642 0.458 1.653
Li -0.133 -0.093 0.093
O -3.656 -0.591 -0.633
F 1.041 -2.285 -1.444

Atomic forces in eV per Å
0.5 -0.2 0.3
-6.8 -3.8 -3.9
4.7 2.3 -0.2
4.0 0.4 1.7
-0.3 0.4 -0.9
-0.7 -1.7 -0.9
-0.2 0.0 -1.1
0.2 0.1 0.5
5.1 6.0 3.3
0.9 1.3 0.5
0.6 -0.7 0.3
-0.7 -0.2 0.5
-2.5 -3.1 1.8
1.1 -0.4 0.9
3.5 1.4 3.6
0.3 0.0 1.2
-2.4 -1.1 3.5
0.7 -2.0 -0.7
0.4 -1.1 -6.1
-2.6 1.1 -0.2
1.4 1.9 -1.8
0.1 0.1 1.3
-4.5 -1.6 -2.4
-0.6 1.6 0.4
1.0 -3.6 -4.2
-2.5 2.8 0.3
-0.9 1.2 -1.0
-0.2 -1.1 1.4
0.5 0.3 1.9

The spin multiplicity is 2. The LUMO energy (spin up / spin down) is 0.142 / 0.138 Ha. As for the gap between HOMO and LUMO (spin up / spin down): 3.609 / 7.883 eV. Its net charge is -2. The value obtained for the energy above the lowest of the compared OMol25 structures with the same formula, charge and spin is 1.0403 eV.

Atom charges from the Löwdin analysis, given in e for atoms 1 to 5: atom 1 (F): -0.31, atom 2 (S): 0.42, atom 3 (N): -0.29, atom 4 (N): -0.56, atom 5 (O): -0.28